No. 1
The following is a DFT calculation (ωB97M-V/def2-TZVPD) of a structure of composition C4H8B3F12OTl at a distorted geometry.

XYZ file:
```
29
Properties=species:S:1:pos:R:3
C -1.6543 1.2375 0.0508
H -1.1325 2.0654 0.5307
F 0.7759 -3.1094 -1.3131
H -1.3999 2.3419 -1.7906
H -2.0598 0.4888 -3.0185
F -0.4298 -0.4062 2.6517
O -0.7502 0.1387 -0.2825
B 0.4751 -3.7201 -0.1668
C -1.3006 -0.5409 -1.3893
C -2.1153 1.6788 -1.3043
F 3.9716 0.5053 -0.7388
F -0.2570 -4.8150 -0.3889
F 1.5474 -0.2169 3.4854
F -0.2509 -2.7873 0.5767
Tl 1.8255 -0.8432 0.6275
F 4.1686 2.8654 -0.7351
B 3.5573 1.7258 -0.2360
B 0.4198 0.5014 3.2074
H -3.0825 2.1724 -1.2097
F 2.2048 1.7391 -0.4043
H -3.3495 -0.0411 -1.9308
H -2.3882 0.8495 0.7572
F -0.2108 1.0910 4.2941
H -1.8075 -1.4493 -1.0638
C -2.3463 0.3831 -1.9722
F 1.6206 -3.9438 0.4882
F 3.7220 1.6889 1.1493
H -0.5096 -0.9303 -2.0303
F 0.7563 1.3309 2.1559
```

Computed properties:
- Charge: +1
- 2S+1: 2
- ⟨S²⟩: 1.7649



No. 2
The following is a DFT calculation (ωB97M-V/def2-TZVPD) of a structure of composition C4H8BeF12N2O12S4 at a distorted geometry.

XYZ file:
```
43
Properties=species:S:1:pos:R:3
O -0.1972 -0.3665 -3.7914
S 0.4354 0.8647 -3.3770
F 4.8634 1.2587 -2.2792
O 2.9492 -0.5071 -3.2714
S 2.5275 0.0509 -2.0223
O -2.9812 0.7007 0.0496
F -0.3489 3.3996 -3.1916
C -2.8077 -1.2111 3.4444
H -1.2777 -2.3076 -1.1700
N 0.9298 0.8065 -1.8958
O -1.1556 -1.3812 -1.4047
F -1.5805 2.2968 -4.4850
N -0.4408 -1.1763 1.8868
O 2.6977 -0.8532 -0.9129
H -1.2497 3.3597 0.8925
F -3.6599 -0.5032 2.7410
O 1.4284 1.3366 -4.3389
H 1.4891 1.8061 2.0625
S -1.0672 -0.4284 3.2581
C 3.6871 1.5709 -1.7846
H -0.9169 -1.3864 -2.3472
O -1.3184 0.9235 2.8043
O 1.7687 -2.0363 2.6110
H 2.3159 0.5639 1.7154
F -0.7282 -4.0274 0.5895
F -3.1301 -1.1767 4.7430
H -3.0698 1.1366 0.9063
H -0.0288 3.4188 -0.0269
O 1.5429 1.0739 1.4395
C -0.9021 2.1814 -3.3688
O -0.6212 2.8033 0.4208
H -3.8832 0.6032 -0.2707
F 1.2679 -4.6048 1.2716
O -0.2716 -0.5713 4.4342
Be -0.3871 0.4362 0.1199
F -2.7995 -2.4833 3.0972
C 0.4860 -3.5927 0.9163
F -1.6711 2.0380 -2.2534
F 3.2290 2.5900 -2.5171
S 0.3722 -2.3899 2.4291
F 3.7262 1.8971 -0.5076
F 1.0218 -2.9201 -0.0916
O -0.2438 -3.1934 3.4751
```

Computed properties:
- Charge: 0
- 2S+1: 1



No. 3
The following is a DFT calculation (ωB97M-V/def2-TZVPD) of a structure of composition C4H8Br2O at a distorted geometry.

XYZ file:
```
15
Properties=species:S:1:pos:R:3
O 0.1255 0.0064 1.1338
H -0.8269 -2.3044 -0.4150
Br -2.4313 1.0293 0.3897
Br -2.1089 -1.6358 1.9513
C -1.1923 -1.2858 -0.6936
H 2.5401 0.0395 0.5090
H 1.9957 0.4067 -1.2524
H -0.5281 -0.9024 -1.4051
H 0.0468 1.1397 -0.6070
H 2.6420 1.6000 -0.1615
C 2.0276 0.7600 -0.1561
H -2.2052 -1.4169 -1.1771
C 0.5836 1.0855 0.3896
H 0.6386 1.9983 0.8930
C -1.3070 -0.5202 0.6014
```

Computed properties:
- Charge: 0
- 2S+1: 3
- ⟨S²⟩: 2.0092



No. 4
The following is a DFT calculation (ωB97M-V/def2-TZVPD) of an isolated molecule of C4H8Br2Si at a distorted geometry.

XYZ file:
```
15
Properties=species:S:1:pos:R:3
H 1.7244 0.5078 2.5070
C 0.5890 0.1807 -2.3262
C 0.9776 0.6261 1.6400
C 0.0343 -0.6426 1.4135
H 0.8632 0.0234 -3.4391
C -0.6223 -0.3171 -2.0407
H -1.2180 -0.6874 -2.8926
H -0.4668 -0.9083 2.3460
H 1.3010 0.2041 -1.5340
Si -1.0689 -0.2867 -0.0832
H 0.4519 1.5208 1.9589
H 0.6796 -1.4739 1.1964
H 1.7399 0.6882 0.8802
Br -2.0973 2.1373 -0.0068
Br -2.8876 -1.5725 0.3805
```

Computed properties:
- Charge: 0
- 2S+1: 1
- Structure (SMILES): C=C[Si](Br)(Br)CC



No. 5
The following is a DFT calculation (ωB97M-V/def2-TZVPD) of a cluster of 2 separate species, C4H8Cl4 in total at a distorted geometry.

XYZ file:
```
16
Properties=species:S:1:pos:R:3
H -1.2159 3.0236 0.4791
Cl -0.1725 1.9699 -1.4883
H -2.3463 2.5951 -0.8145
C 2.0382 -1.7825 0.4585
H 3.0892 -1.9659 0.3195
H 1.4398 -0.6311 -1.2694
C -1.7349 0.9928 0.4955
Cl 1.8522 -0.2574 1.4754
Cl 1.3549 -2.9248 -1.8337
C -1.4653 2.2754 -0.2766
H -2.0895 0.2282 -0.1597
H 1.6642 -2.5906 1.0774
H -0.7901 0.7143 0.9693
Cl -2.9583 1.3652 1.7416
H 0.1508 -1.4572 -0.4301
C 1.1835 -1.5549 -0.7439
```

Computed properties:
- Charge: 0
- 2S+1: 1
- Structure (SMILES): ClCCCl.ClCCCl



No. 6
The following is a DFT calculation (ωB97M-V/def2-TZVPD) of an isolated molecule of C4H8ClF2N at a distorted geometry.

XYZ file:
```
16
Properties=species:S:1:pos:R:3
C -0.3844 -1.1196 -0.7775
H -1.3693 -1.5302 -0.7323
C 0.6062 -1.7754 0.2050
F -1.1921 0.8904 0.4707
H 0.6530 -2.8227 0.0497
H 1.0408 -2.2118 2.3310
C 0.3193 -1.5420 1.7469
H 0.0872 0.5118 1.9443
N 0.6604 -0.2155 2.3411
H 1.6429 -0.0731 2.1718
C -0.5676 0.3807 -0.6824
H -0.0717 -1.3642 -1.7758
Cl 0.9463 1.2649 -0.8735
F -1.4165 0.7834 -1.6512
H 1.6384 -1.4342 0.0682
H -0.6940 -1.7963 2.0769
```

Computed properties:
- Charge: 0
- 2S+1: 1
- Structure (SMILES): NCCCC(F)(F)Cl



No. 7
The following is a DFT calculation (ωB97M-V/def2-TZVPD) of an isolated molecule of C4H8ClN at a distorted geometry.

XYZ file:
```
14
Properties=species:S:1:pos:R:3
Cl 0.7187 -0.1522 -2.2745
H -1.1989 1.2555 -1.1505
C -0.7764 -1.1408 0.2816
H 1.4102 -0.8233 1.2150
N -1.8591 -1.7415 0.3153
H 0.0050 -1.7517 0.9563
C 0.3336 0.1410 -0.4339
H -0.0470 2.4058 -0.4637
H -2.7516 -1.4473 -0.0937
H 1.7172 0.8619 1.0350
H 2.5080 -0.3630 -0.0771
C -0.5361 1.3380 -0.3138
H -1.1140 1.4424 0.5611
C 1.5903 -0.0249 0.4429
```

Computed properties:
- Charge: 0
- 2S+1: 3
- ⟨S²⟩: 2.0142



No. 8
The following is a DFT calculation (ωB97M-V/def2-TZVPD) of a cluster of 2 separate species, C4H8ClN2 in total at a distorted geometry.

XYZ file:
```
15
Properties=species:S:1:pos:R:3
N 0.7053 -1.5438 -0.5257
H -0.6391 -0.3165 -1.7259
H 0.0226 -0.1791 2.1761
N 0.0827 -0.4447 1.1876
C 0.2577 -0.2924 -1.0536
H 0.9893 -2.4044 -1.0878
H 0.7032 2.5550 0.1860
Cl -2.4834 -0.4718 0.1037
H 1.0413 -0.0409 -1.7310
C -0.2657 1.9387 0.0887
H -1.0076 2.4482 0.8707
H 0.7860 -2.4049 1.3464
C -0.0864 0.4457 0.2038
C 0.6706 -1.5514 0.7496
H -0.7765 2.2623 -0.7885
```

Computed properties:
- Charge: +1
- 2S+1: 1



Energy list, top to bottom, in a.u.: -1677.813333 -3975.386759 -5380.219431 -5594.746423 -1997.980741 -871.887433 -671.919162 -726.586474